This record from the Open Molecules 2025 dataset describes the molecule C6H7P at a distorted geometry. The level of theory is ωB97M-V with the def2-TZVPD basis set.

Computed properties:
**Max |F|**: 0.1309 hartree/bohr
**Energy**: -574.03137 hartree
**Net charge**: 0
**Kohn-Sham gap**: 8.77 eV
**Structure (SMILES)**: C=CP1=CC=CC=1
**ΔE to the lowest compared entry with this formula, charge and spin**: 3.527 eV
**LUMO**: 0.01059 hartree
**HOMO level**: -0.31181 hartree
**Molecular weight**: 110.10 g/mol

Geometry as XYZ:
```
14
C6H7P ωB97M-V with the def2-TZVPD basis set
C 0.91 1.87 0.61
C 1.30 0.68 1.07
P 0.33 -0.89 1.32
C 0.58 -1.56 -0.83
C -0.60 -1.25 -1.35
C -1.48 -0.38 -0.65
C -1.16 -0.11 0.67
H 1.71 2.71 0.59
H -0.18 1.87 0.39
H 2.39 0.50 1.36
H 1.44 -1.98 -1.08
H -0.87 -1.56 -2.40
H -2.40 -0.08 -1.06
H -1.96 0.17 1.34
```

Atom charges from the Mulliken analysis, given in e for atoms 1 to 5:
1 C -0.507
2 C -0.163
3 P -0.076
4 C -0.804
5 C -0.035